No. 1
{
  "formula": "C2H6Cl2NOP",
  "method": "the ωB97M-V functional and the def2-TZVPD basis",
  "elements": ["C", "C", "N", "O", "P", "Cl", "Cl", "H", "H", "H", "H", "H", "H"],
  "xyz": [[0.2103, 1.1477, 1.8786], [1.1702, -0.0610, -1.2361], [1.0381, 0.8527, 0.7909], [0.4603, -0.0052, -0.0703], [-2.4934, -1.0494, -1.1882], [-2.6563, -1.9728, 0.6360], [-1.6195, -2.5602, -2.2910], [-0.0473, 0.2145, 2.3430], [0.3966, 1.9528, 2.4612], [-0.7816, 1.4228, 1.5782], [2.2721, 0.1899, -1.1199], [0.9976, 0.9148, -1.8975], [1.0529, -1.0463, -1.8850]],
  "atomic_forces_ev_per_a": [[-2.74, -2.87, -1.84], [2.62, 1.46, -4.39], [2.10, 1.31, -0.79], [-1.40, -0.54, 1.44], [0.13, -0.49, 0.06], [0.02, 0.19, -0.22], [-0.16, 0.32, 0.17], [0.27, -0.53, 1.28], [2.05, 2.02, 2.00], [-1.06, 0.22, -1.05], [-1.01, -1.14, 0.62], [-0.66, -2.09, 0.93], [-0.16, 2.12, 1.80]],
  "lowdin_charge": [-0.12, -0.19, -0.03, -0.25, 0.06, 0.01, 0.01, 0.09, 0.05, 0.08, 0.08, 0.11, 0.10],
  "spin_multiplicity": 1,
  "relative_energy_kcal_mol": 140.3,
  "lumo_ev": [0.4061, -1.3360]
}

***

No. 2
{
  "formula": "C3H6P2",
  "method": "the ωB97M-V functional and the def2-TZVPD basis",
  "elements": ["C", "P", "C", "H", "H", "H", "H", "H", "C", "P", "H"],
  "xyz": [[0.4121, 1.6291, -0.3722], [0.7565, 0.1802, 0.4303], [1.8865, -0.9535, 0.0369], [-0.5027, 2.0787, 0.0068], [1.2572, 2.0338, -0.8911], [-0.1678, -0.2074, 1.1994], [2.8242, -0.6540, -0.6149], [1.9936, -1.9099, 0.6848], [-2.6666, -0.7305, -0.2751], [-3.7619, -0.0629, 0.6169], [-2.0309, -1.4037, -0.8217]],
  "atomic_forces_ev_per_a": [[0.09, -2.10, 1.80], [2.89, 2.34, -4.03], [2.32, -1.18, 0.32], [0.44, 0.45, -0.45], [-0.25, 0.68, -0.37], [-3.01, -1.43, 2.58], [-2.24, -0.70, 1.40], [-0.25, 1.93, -1.25], [-1.74, 0.33, 1.36], [1.58, -0.67, -1.25], [0.16, 0.34, -0.12]],
  "lowdin_charge": [-0.31, 0.75, -0.37, -0.03, -0.02, -0.09, 0.04, 0.01, -0.57, 0.67, -0.07],
  "spin_multiplicity": 1,
  "relative_energy_kcal_mol": 97.7,
  "smiles": "C=[PH]=C.C#P",
  "lumo_ev": 0.2379
}

***

No. 3
{
  "formula": "C7H7NO2S",
  "method": "the ωB97M-V functional and the def2-TZVPD basis",
  "elements": ["C", "C", "C", "C", "C", "C", "C", "N", "O", "O", "S", "H", "H", "H", "H", "H", "H", "H"],
  "xyz": [[2.5437, -0.9989, 0.1975], [2.6129, 0.0041, -0.6656], [1.2784, -1.4036, 0.6005], [1.5128, 0.7020, -1.1647], [0.1736, -0.8405, 0.1042], [0.2695, 0.2114, -0.7929], [-2.5943, 1.1933, 0.9260], [-1.1002, -1.0688, 0.5362], [-3.2113, -0.5678, -0.9213], [-1.0392, 0.7774, -1.0370], [-2.0708, -0.1298, -0.1685], [3.3032, -1.4853, 0.7177], [3.6119, 0.2947, -0.9115], [1.2205, -2.4071, 1.2145], [1.6070, 1.4284, -1.9630], [-3.4399, 0.9473, 1.6492], [-1.6482, 1.3678, 1.4414], [-3.0294, 1.9755, 0.2373]],
  "atomic_forces_ev_per_a": [[-2.65, -1.21, 1.51], [1.52, 2.14, -1.39], [1.41, -4.31, 1.75], [-1.27, -0.64, -0.95], [-0.91, 1.08, -0.12], [0.21, 1.28, -0.06], [-1.53, -0.21, -0.10], [-1.93, -0.91, 0.24], [0.70, 0.02, 0.25], [1.44, -0.74, -0.31], [-0.93, 0.63, 0.22], [1.77, -0.46, 0.12], [0.34, 0.59, -0.58], [-0.21, 2.42, -0.88], [0.09, 0.24, 0.36], [1.32, -0.24, -0.98], [-0.39, 0.82, 0.06], [1.01, -0.51, 0.86]],
  "lowdin_charge": [-0.11, -0.12, -0.04, 0.01, -0.36, -0.19, -0.13, -0.10, -0.27, -0.15, 0.74, 0.09, 0.10, 0.16, 0.12, 0.10, 0.07, 0.09],
  "spin_multiplicity": 1,
  "relative_energy_kcal_mol": 22.3,
  "lumo_ev": 0.6841
}

***

No. 4
{
  "formula": "C7H16NNaO5S2",
  "method": "the ωB97M-V functional and the def2-TZVPD basis",
  "elements": ["C", "C", "O", "C", "C", "C", "C", "C", "S", "O", "O", "N", "S", "O", "O", "H", "H", "H", "H", "H", "H", "H", "H", "H", "H", "H", "H", "H", "H", "H", "H", "Na"],
  "xyz": [[3.8050, 0.2087, 1.1434], [3.8146, -0.4611, -0.2758], [2.5350, -1.0080, -0.6186], [1.6918, 0.0248, -1.0736], [0.1699, -0.3388, -1.0688], [-0.2393, -1.6548, -0.3286], [-1.4690, -1.4227, 0.6660], [-2.8661, -1.2080, -0.0462], [-3.4573, 0.5293, -0.1643], [-2.8873, 1.1066, -1.4327], [-4.9346, 0.4489, -0.3497], [-3.2119, 1.4574, 1.2211], [-1.7556, 2.3202, 1.2396], [-1.5529, 3.2913, 0.1107], [-1.7637, 3.0828, 2.5213], [3.3543, 1.2247, 1.0995], [4.8452, 0.2888, 1.5091], [3.1582, -0.3639, 1.8405], [4.5333, -1.3043, -0.2399], [4.1475, 0.2542, -1.0614], [1.8298, 0.9872, -0.5262], [1.9820, 0.2558, -2.1319], [-0.3740, 0.5261, -0.5469], [-0.2318, -0.3970, -2.1334], [-0.5939, -2.3813, -1.0900], [0.5543, -2.1109, 0.2838], [-1.5670, -2.3657, 1.2446], [-1.2905, -0.5865, 1.3678], [-3.6512, -1.7564, 0.5145], [-2.8619, -1.6650, -1.0591], [-0.6431, 1.4979, 1.3329], [-1.0699, 1.5195, -1.9475]],
  "atomic_forces_ev_per_a": [[-0.49, 0.26, -0.75], [0.43, -0.11, 0.95], [-0.01, 0.66, 0.23], [-0.33, 0.57, -1.16], [-0.31, 0.09, 0.44], [-1.54, 0.49, 0.54], [-0.10, -0.52, -1.03], [0.76, -0.42, 0.79], [-4.24, 1.73, -1.50], [-0.67, -1.33, 2.14], [2.88, -0.50, 1.11], [2.88, -1.04, -2.22], [-1.96, 4.47, 2.16], [0.24, -3.12, 0.61], [0.15, -2.38, -2.15], [0.46, -0.52, 0.04], [-0.61, -0.02, -0.02], [0.67, 0.06, -0.39], [-0.55, 0.37, -0.22], [-0.14, -0.39, 0.44], [0.05, -0.76, 0.02], [-0.12, -0.06, 0.58], [1.03, -1.65, -0.14], [0.64, -0.17, 1.17], [0.47, 0.22, 0.54], [-0.03, 0.41, -0.62], [0.08, 0.71, -0.13], [0.05, -0.53, -0.21], [0.35, 0.69, -0.19], [-0.09, 0.75, 0.41], [-0.64, 0.09, -0.34], [0.71, 1.97, -1.09]],
  "lowdin_charge": [-0.07, -0.25, -0.16, -0.22, -0.16, -0.15, -0.19, -0.22, 0.62, -0.45, -0.35, -0.32, 0.59, -0.40, -0.39, 0.07, 0.08, 0.08, 0.12, 0.12, 0.12, 0.13, 0.05, 0.13, 0.12, 0.11, 0.11, 0.08, 0.10, 0.11, 0.06, 0.52],
  "spin_multiplicity": 1,
  "lumo_ev": -0.8122
}

***

No. 5
{
  "formula": "C30H22N5O9W",
  "method": "the ωB97M-V functional and the def2-TZVPD basis",
  "elements": ["W", "O", "N", "N", "O", "C", "C", "C", "C", "C", "C", "H", "H", "H", "H", "H", "O", "C", "O", "C", "C", "C", "N", "C", "C", "C", "O", "O", "H", "H", "H", "C", "C", "O", "H", "H", "H", "O", "C", "N", "C", "C", "O", "N", "C", "C", "C", "C", "C", "C", "C", "C", "C", "C", "C", "C", "H", "H", "H", "H", "H", "H", "H", "H", "H", "H", "H"],
  "xyz": [[-0.4907, -0.1039, -0.2643], [-0.1824, -1.0976, 1.5502], [1.0253, -1.2695, 1.9626], [1.8353, -0.5333, 1.3489], [1.3883, 0.3232, 0.4406], [3.2281, -0.4723, 1.6649], [3.6608, -0.8159, 2.9356], [5.0182, -0.7575, 3.2012], [5.9063, -0.3587, 2.2101], [5.4466, -0.0238, 0.9452], [4.0923, -0.0828, 0.6551], [2.9471, -1.1151, 3.6896], [5.3836, -1.0166, 4.1855], [6.9655, -0.3112, 2.4268], [6.1429, 0.2748, 0.1738], [3.7046, 0.1388, -0.3296], [-1.9479, 4.8630, -4.3198], [-0.7623, 4.6192, -4.0333], [0.3036, 5.1067, -4.4602], [-0.5271, 3.5113, -2.9897], [0.2106, 3.8858, -1.7921], [0.2576, 3.0239, -0.7578], [-0.4014, 1.8266, -0.8581], [-0.5574, 1.2356, -2.1624], [-0.9355, 2.2458, -3.1757], [1.0791, -0.9955, -2.0266], [2.1730, -1.5148, -2.1831], [0.1921, -1.6234, -1.1794], [0.6356, 4.8755, -1.7318], [0.6787, 3.2637, 0.2132], [-1.4981, 1.9264, -4.0442], [1.9277, 1.2026, -2.7653], [0.7461, 0.3856, -2.3296], [-1.5177, 0.2060, -1.8522], [1.6329, 1.8899, -3.5599], [2.7366, 0.5568, -3.0921], [2.2800, 1.8349, -1.9419], [-3.3221, -2.9400, -1.1140], [-3.4338, -1.9302, -0.4762], [-4.6142, -1.3224, -0.1096], [-4.4290, -0.0145, 0.4876], [-2.9123, -0.0498, 0.5914], [-2.1092, 0.8383, 0.9783], [-2.3981, -1.1533, 0.0837], [-5.0838, 0.1318, 1.8591], [-4.6214, 1.1009, 2.7438], [-5.2425, 1.2807, 3.9702], [-6.3356, 0.5025, 4.3224], [-6.8030, -0.4597, 3.4399], [-6.1790, -0.6456, 2.2145], [-4.8744, 1.1076, -0.4731], [-6.0618, 0.9356, -1.1785], [-6.4800, 1.8865, -2.0955], [-5.7050, 3.0123, -2.3363], [-4.5257, 3.1935, -1.6331], [-4.1208, 2.2571, -0.6898], [-5.4670, -1.6226, -0.5453], [-3.7745, 1.7155, 2.4680], [-4.8701, 2.0342, 4.6523], [-6.8207, 0.6448, 5.2795], [-7.6545, -1.0731, 3.7055], [-6.5409, -1.4130, 1.5437], [-6.6740, 0.0540, -1.0245], [-7.4014, 1.7304, -2.6424], [-6.0035, 3.7317, -3.0869], [-3.8901, 4.0422, -1.8482], [-3.1769, 2.3993, -0.1856]],
  "atomic_forces_ev_per_a": [[0.49, 0.54, -0.69], [0.11, -0.20, -0.09], [0.02, -0.03, 0.10], [-0.17, 0.25, 0.14], [-0.26, -0.07, -0.16], [0.17, -0.13, -0.05], [-0.03, 0.03, 0.00], [0.02, 0.01, -0.04], [0.04, -0.01, 0.04], [-0.04, 0.00, -0.01], [0.00, -0.04, 0.04], [0.01, 0.00, 0.00], [-0.01, 0.00, 0.01], [0.00, 0.00, 0.00], [0.00, 0.00, -0.01], [0.01, 0.01, -0.01], [-0.05, 0.07, 0.00], [0.04, -0.33, -0.05], [-0.04, 0.15, 0.05], [0.00, 0.24, -0.07], [-0.02, -0.17, 0.07], [0.04, 0.33, 0.11], [-0.03, 0.16, 0.49], [-0.21, -0.46, -0.73], [-0.04, -0.03, 0.02], [0.49, -0.65, -0.15], [-0.26, 0.23, -0.16], [-0.28, -0.23, 0.19], [0.05, 0.01, 0.02], [-0.01, 0.04, -0.04], [0.03, 0.02, -0.01], [-0.01, 0.04, 0.24], [0.07, 0.31, 0.58], [-0.26, 0.02, 0.03], [-0.01, -0.02, 0.00], [0.02, -0.01, -0.01], [0.05, -0.04, -0.03], [0.04, -0.06, -0.02], [-0.01, -0.09, -0.11], [-0.03, -0.16, 0.24], [-0.02, 0.35, -0.06], [-0.17, -0.40, 0.05], [0.03, -0.02, 0.22], [0.16, 0.23, 0.08], [-0.06, 0.06, -0.07], [-0.04, 0.04, -0.02], [0.02, 0.00, -0.01], [-0.02, -0.02, -0.01], [0.00, 0.01, 0.02], [0.08, -0.02, 0.01], [0.04, 0.03, 0.02], [-0.04, 0.05, 0.05], [-0.02, -0.05, 0.00], [0.02, -0.01, 0.02], [0.00, 0.02, -0.01], [0.03, -0.14, -0.09], [0.04, 0.06, -0.08], [-0.01, 0.01, 0.01], [0.00, 0.00, 0.00], [0.00, 0.00, 0.00], [0.00, 0.00, 0.00], [0.00, -0.01, -0.01], [-0.02, 0.01, 0.02], [0.00, 0.01, 0.00], [0.00, 0.02, 0.00], [0.03, 0.02, -0.03], [0.01, 0.04, 0.01]],
  "lowdin_charge": [1.99, -0.20, 0.07, -0.15, -0.17, -0.16, -0.01, -0.08, -0.08, -0.06, 0.02, 0.11, 0.10, 0.10, 0.11, 0.12, -0.05, -0.72, -0.05, -0.14, -0.04, -0.15, -0.12, -0.55, 0.04, -0.58, 0.05, -0.17, 0.11, 0.11, 0.13, -0.02, -0.12, -0.20, 0.10, 0.08, 0.09, 0.11, -0.50, 0.16, -0.25, -0.43, -0.07, 0.07, -0.12, -0.01, -0.07, -0.10, -0.08, -0.03, -0.12, -0.04, -0.08, -0.07, -0.04, 0.00, 0.14, 0.11, 0.10, 0.10, 0.10, 0.11, 0.10, 0.10, 0.11, 0.11, 0.10],
  "charge": -1,
  "spin_multiplicity": 1,
  "relative_energy_kcal_mol": 88.3,
  "lumo_ev": 1.0970
}

***

No. 6
{
  "formula": "C29H17BrCuIN5OTe",
  "method": "the ωB97M-V functional and the def2-TZVPD basis",
  "elements": ["Cu", "Br", "C", "C", "C", "C", "C", "C", "N", "N", "C", "C", "C", "C", "O", "C", "N", "C", "C", "C", "C", "H", "H", "H", "H", "H", "H", "H", "H", "H", "I", "C", "C", "C", "C", "C", "N", "H", "H", "H", "H", "Te", "N", "C", "C", "C", "C", "C", "C", "C", "C", "C", "H", "H", "H", "H"],
  "xyz": [[1.2212, 0.1656, 0.9437], [6.5183, -6.8134, -0.5140], [5.1448, -6.1317, -1.6576], [5.4417, -5.8177, -2.9795], [4.4485, -5.3323, -3.8009], [3.1163, -5.1284, -3.3495], [2.8621, -5.4557, -1.9878], [3.8596, -5.9520, -1.1690], [2.2078, -4.7337, -4.2787], [0.9893, -4.3150, -3.9437], [0.7786, -3.5201, -2.8197], [-0.4408, -3.6355, -2.1694], [-0.7986, -2.8761, -1.0477], [0.0409, -1.9119, -0.5034], [-0.2424, -1.1900, 0.5489], [1.2835, -1.7165, -1.2031], [2.0751, -0.7147, -0.7225], [3.1988, -0.4240, -1.3308], [3.6248, -1.0961, -2.4849], [2.8560, -2.1166, -2.9808], [1.6554, -2.4858, -2.3389], [6.4469, -5.9560, -3.3586], [4.6629, -5.0988, -4.8374], [1.8686, -5.3286, -1.5826], [3.6348, -6.1975, -0.1383], [-1.1297, -4.3796, -2.5544], [-1.7628, -3.0391, -0.5783], [3.7833, 0.3819, -0.9012], [4.5489, -0.8046, -2.9663], [3.1517, -2.6473, -3.8752], [-6.0517, 2.8072, 1.2738], [-4.9834, 0.9766, 1.2775], [-5.7081, -0.1972, 1.4123], [-4.9815, -1.3788, 1.4149], [-3.6050, -1.3221, 1.2842], [-2.9893, -0.0843, 1.1524], [-3.6832, 1.0612, 1.1516], [-6.7838, -0.1815, 1.5087], [-5.4923, -2.3289, 1.5160], [-2.9874, -2.2092, 1.2800], [-1.9092, -0.0663, 1.0425], [1.0590, 1.5345, 3.0613], [8.2176, 4.9373, -3.0730], [7.3787, 4.4730, -2.4339], [6.3399, 3.9040, -1.6295], [6.6464, 2.9677, -0.6370], [5.6501, 2.4366, 0.1510], [4.3031, 2.8206, -0.0187], [4.0109, 3.7548, -1.0344], [5.0084, 4.2856, -1.8211], [3.2869, 2.2933, 0.7978], [2.4187, 1.8452, 1.5409], [7.6749, 2.6624, -0.4931], [5.8883, 1.7097, 0.9157], [2.9810, 4.0472, -1.1869], [4.7672, 5.0024, -2.5956]],
  "atomic_forces_ev_per_a": [[-0.03, -0.12, 0.00], [0.00, 0.00, 0.00], [0.00, 0.00, 0.00], [0.00, 0.00, 0.00], [0.01, 0.00, 0.00], [-0.01, 0.00, -0.01], [0.00, 0.00, 0.00], [0.00, 0.00, 0.00], [0.01, -0.01, 0.01], [-0.01, 0.00, 0.00], [0.00, 0.00, 0.00], [0.00, 0.00, 0.00], [0.00, 0.00, 0.00], [0.02, 0.01, 0.00], [0.03, -0.04, -0.03], [-0.01, 0.00, 0.01], [0.00, 0.01, 0.01], [0.01, 0.00, 0.00], [0.00, 0.00, 0.01], [0.00, 0.01, 0.00], [0.00, 0.00, -0.01], [0.00, 0.00, 0.00], [0.00, 0.00, 0.00], [0.00, 0.00, 0.00], [0.00, 0.00, 0.00], [0.00, 0.00, 0.00], [0.00, 0.00, 0.00], [0.00, 0.00, 0.00], [0.00, 0.00, 0.00], [0.00, 0.00, 0.00], [0.00, 0.00, 0.00], [0.00, -0.01, 0.00], [0.00, 0.01, 0.00], [0.00, 0.00, 0.00], [-0.01, -0.01, 0.01], [0.00, -0.13, 0.06], [0.00, 0.02, -0.01], [0.00, 0.00, 0.00], [0.00, 0.00, 0.00], [0.01, 0.00, -0.01], [-0.03, 0.22, -0.05], [0.01, 0.00, 0.00], [-0.01, 0.00, 0.00], [0.01, -0.01, 0.00], [0.00, 0.00, 0.00], [0.00, 0.00, 0.00], [0.00, 0.00, 0.00], [-0.01, 0.03, -0.01], [0.00, 0.00, 0.00], [0.00, 0.00, 0.00], [0.03, -0.07, 0.03], [0.00, 0.09, -0.03], [0.00, 0.00, 0.00], [0.00, 0.00, 0.00], [0.00, 0.00, 0.00], [0.00, 0.00, 0.00]],
  "lowdin_charge": [0.06, 0.60, -0.73, -0.18, -0.07, -0.35, -0.03, -0.16, -0.06, -0.02, -0.31, -0.07, -0.03, -0.38, -0.21, -0.13, 0.06, -0.12, -0.05, 0.00, -0.09, 0.08, 0.09, 0.10, 0.09, 0.09, 0.08, 0.09, 0.09, 0.10, 0.74, -0.81, -0.17, -0.08, -0.05, -0.09, 0.03, 0.08, 0.10, 0.10, 0.08, 0.67, 0.12, -0.21, -0.26, -0.04, -0.03, -0.26, -0.03, -0.05, -0.15, -0.69, 0.11, 0.12, 0.12, 0.11],
  "charge": -2,
  "spin_multiplicity": 2,
  "relative_energy_kcal_mol": 6.9,
  "lumo_ev": [3.2702, 3.2702]
}